(P)
Below is a molecular structure, C32H68NO20S, with properties calculated with the ωB97M-V functional and the def2-TZVPD basis.

Results
**Orbital gap**: 0.21567 Eh
**Charge**: -1

The geometry in XYZ format:
```
122
Properties=species:S:1:pos:R:3:lowdin_charge:R:1
N 13.01900 9.78000 64.09100 0.2429
H 12.09100 9.35100 64.18800 0.0912
H 12.96500 10.53500 63.29900 0.1501
H 13.65700 8.95100 64.06400 0.0851
H 13.25700 10.28700 64.87500 0.0444
S 11.09300 12.32300 63.77500 0.1676
O 9.89000 12.85100 63.16600 -0.3459
O 10.89800 10.85600 63.99100 -0.4232
O 12.11600 12.35500 62.85300 -0.3642
O 11.31800 13.03500 64.99800 -0.3449
O 9.29600 14.03100 59.37100 0.0389
C 10.04200 13.15300 58.81700 -0.4873
O 11.02800 12.54900 59.44600 0.0141
C 11.52500 12.83500 60.68100 -0.2824
C 12.53700 13.98700 60.70800 -0.0217
C 9.94200 12.82000 57.39700 0.0183
H 11.83700 11.82000 61.03800 0.1314
H 10.87600 13.11300 61.44100 0.0652
H 12.83200 14.11200 61.60200 -0.0245
H 12.07100 14.89100 60.32400 0.0738
H 13.34600 13.77200 59.78900 0.1371
H 9.61100 11.71900 57.27800 0.1381
H 10.83900 13.00900 57.00100 0.0436
H 9.30400 13.41300 56.93500 0.0309
O 16.06500 7.78200 63.43700 0.0241
C 16.54500 6.70300 63.07800 -0.4872
O 16.37600 6.05400 61.95300 -0.0166
C 15.63800 6.73100 60.96000 -0.2408
C 16.39800 6.58700 59.63400 -0.0736
C 17.23900 5.77200 64.13800 0.0309
H 15.61900 7.85200 61.14400 0.1245
H 14.54300 6.34500 61.11200 0.1394
H 15.75400 7.07100 58.82300 0.0709
H 16.36300 5.36700 59.44100 0.1265
H 17.43400 6.92200 59.47300 0.0730
H 16.88000 4.81300 64.26900 0.0439
H 17.00500 6.12500 65.25700 0.0508
H 18.38700 5.91600 63.82500 0.1333
O 13.83400 10.09200 60.99000 0.0704
C 14.83700 10.52800 60.32000 -0.2942
O 15.71600 11.56400 60.77800 0.0016
C 15.43900 12.20000 61.95100 -0.2991
C 16.34100 13.32100 62.33000 -0.1288
C 15.32200 10.04900 58.94800 0.0678
H 15.56100 11.49000 62.68600 0.0578
H 14.38200 12.66400 61.91300 0.1462
H 17.47600 13.02800 62.19300 0.1497
H 16.29400 13.70400 63.25100 -0.0726
H 16.12800 13.94400 61.38200 0.1393
H 15.06200 9.05800 58.62200 0.0807
H 16.41100 10.12200 58.96500 0.1118
H 14.96900 10.60100 58.42300 -0.0715
O 10.25400 8.50900 62.40400 0.0695
C 9.26700 9.17100 62.19400 -0.5289
O 8.10000 8.71400 61.86500 0.0359
C 7.96900 7.27500 61.60500 -0.1848
C 7.02200 7.12300 60.34000 -0.0315
C 9.22500 10.70500 62.51700 -0.0241
H 7.50200 6.79700 62.38900 0.0712
H 8.93300 6.78100 61.56400 0.0892
H 7.49300 7.44800 59.29500 0.1154
H 6.13900 7.49500 60.59200 0.0020
H 6.99200 5.96700 60.23000 0.0852
H 8.69400 11.00300 63.24100 0.0107
H 8.99300 11.23300 61.55300 0.1216
H 10.13600 11.08000 62.86700 -0.0711
O 15.77900 10.34400 64.11800 0.0413
C 16.82000 11.04400 63.99900 -0.5138
O 16.76900 12.35900 64.00800 -0.1153
C 15.65500 13.09800 64.38200 -0.2563
C 15.85400 14.58600 64.55400 -0.0152
C 18.17000 10.50000 63.87600 0.0447
H 15.29100 12.52800 65.32300 0.1866
H 15.00800 12.98300 63.50000 0.1035
H 14.91400 15.05100 64.68600 0.1047
H 16.51200 15.04500 63.85600 0.0914
H 16.38700 14.83100 65.42700 0.0735
H 18.63100 10.69600 64.88000 0.1120
H 18.80900 11.19800 63.34600 0.0866
H 18.11400 9.35100 63.66500 0.1269
O 13.03900 8.35400 68.22300 0.0365
C 12.01100 9.05900 68.05600 -0.3521
O 11.09400 9.37800 69.13000 -0.0467
C 11.34800 8.88000 70.36600 -0.3090
C 10.18000 9.09000 71.34400 -0.0738
C 11.80800 9.80200 66.76700 0.0299
H 12.23900 9.23600 70.54000 0.0570
H 11.30600 7.58900 70.19100 0.1915
H 9.30600 8.44500 71.02000 0.0926
H 9.91700 10.15800 71.33700 0.0761
H 10.60500 8.64200 72.27200 0.0794
H 12.43400 10.73500 66.58700 0.1275
H 10.84200 10.03900 66.50400 0.0518
H 12.35500 9.19400 65.97600 0.0646
O 12.77300 6.73000 63.21200 0.1407
C 13.49700 5.84500 63.57300 -0.4987
O 14.32100 5.82300 64.64300 -0.0116
C 14.51100 7.02100 65.38000 -0.2392
C 15.54200 6.79700 66.43700 -0.0561
C 13.68800 4.54300 62.76400 0.0498
H 13.47500 7.39300 65.89400 0.1545
H 14.84100 7.98200 64.77500 0.1132
H 16.47900 6.46900 66.05200 -0.0094
H 15.34500 5.94900 67.22000 0.1391
H 15.53200 7.66900 66.95300 0.0489
H 14.26100 4.82400 61.76600 0.1097
H 12.79200 4.01100 62.65700 0.0638
H 14.40200 3.94100 63.12500 0.0269
O 7.71800 6.82700 65.71000 0.0761
C 8.41800 7.26100 64.80100 -0.5957
O 8.71400 6.66400 63.77400 0.0037
C 8.33900 5.19000 63.73200 -0.1058
C 9.01600 4.58400 62.62700 -0.0576
C 8.78300 8.69300 64.73200 0.0461
H 7.37300 5.06300 63.66200 0.0772
H 8.69000 4.56800 64.60400 0.1621
H 8.92900 5.00800 61.56900 0.1233
H 8.64600 3.71900 62.44800 0.0371
H 9.94400 4.61100 62.66700 0.0068
H 9.85300 8.69400 64.53400 0.0946
H 8.71100 9.15200 65.60100 0.0568
H 8.29200 9.35900 64.18800 0.0507
```

(Q)
Below is a molecular structure, C32H68NO20S, with properties calculated with the ωB97M-V functional and the def2-TZVPD basis.

Results
**Orbital gap**: 0.22124 Eh
**Charge**: -1

The geometry in XYZ format:
```
122
Properties=species:S:1:pos:R:3:lowdin_charge:R:1
N 0.31375 0.42601 0.78591 0.2356
H -0.58725 -0.19899 0.90691 0.1390
H -0.06525 1.19001 0.10991 0.1306
H 0.95675 -0.30399 0.29191 0.1451
H 0.61275 0.98901 1.46091 0.0328
S -1.64825 2.95201 0.49791 0.0689
O -2.82725 3.53501 -0.10409 -0.3486
O -1.87225 1.60001 0.80291 -0.3802
O -0.59025 3.08301 -0.43609 -0.4179
O -1.35525 3.67401 1.65691 -0.3149
O -3.55025 4.68801 -3.87509 0.0123
C -2.74425 3.81001 -4.36309 -0.5106
O -1.70825 3.20201 -3.82409 -0.0356
C -1.19525 3.48001 -2.51109 -0.2113
C -0.11725 4.66901 -2.64709 -0.0157
C -2.76425 3.44501 -5.82809 -0.0021
H -0.78425 2.51201 -1.92509 0.1280
H -2.12525 3.75601 -1.72409 0.1458
H 0.12175 5.08401 -1.64909 0.1014
H -0.65425 5.39601 -3.18509 0.0481
H 0.34675 4.24301 -3.34609 -0.0205
H -3.19325 2.42201 -5.88209 0.1004
H -1.90725 3.82001 -6.34509 0.0739
H -3.54525 4.14001 -6.05109 0.0584
O 3.31475 -1.62899 0.17291 0.0186
C 3.76875 -2.77199 -0.11109 -0.4627
O 3.74875 -3.30099 -1.31009 0.0184
C 2.97875 -2.59999 -2.31709 -0.0881
C 3.69375 -2.78399 -3.75309 0.0090
C 4.55075 -3.49499 0.88991 0.0480
H 2.76975 -1.72999 -2.00509 0.0197
H 1.96675 -3.19399 -2.17109 0.1479
H 3.22575 -2.46799 -4.49709 -0.0401
H 3.79275 -3.88799 -3.97109 0.1020
H 4.65075 -2.31499 -3.79409 0.0721
H 4.38575 -4.41399 0.79891 0.0183
H 4.44875 -3.28299 1.87491 0.0163
H 5.64975 -3.70599 0.64091 0.1537
O 1.19575 0.72501 -2.35309 0.1248
C 2.15575 1.12501 -2.96109 -0.4708
O 2.94675 2.17001 -2.51809 0.0013
C 2.63775 2.76301 -1.19209 -0.2231
C 3.59975 3.91201 -1.01509 -0.1061
C 2.63875 0.68901 -4.30309 0.0347
H 2.69975 2.02001 -0.39109 0.0638
H 1.56775 3.10901 -1.06409 0.1091
H 4.53575 3.43601 -1.33009 0.1063
H 3.67075 4.32201 -0.02609 -0.0235
H 3.36575 4.81001 -1.74509 0.1442
H 2.22975 -0.30599 -4.61909 0.1089
H 3.63775 0.60601 -4.25709 0.0442
H 2.49775 1.28001 -5.09209 0.0455
O -2.41225 -0.88899 -0.87309 0.0918
C -3.40125 -0.23099 -1.02009 -0.5191
O -4.64625 -0.69999 -1.42709 -0.0160
C -4.75725 -2.14299 -1.69009 -0.2029
C -5.68425 -2.20499 -2.92509 -0.0313
C -3.45225 1.25801 -0.83509 -0.0177
H -5.21425 -2.57899 -0.87709 0.0698
H -3.87125 -2.63899 -2.00509 0.0910
H -5.30225 -1.80499 -3.70409 -0.0074
H -6.57225 -1.66099 -2.64309 0.0775
H -5.93825 -3.29199 -3.22809 0.1100
H -4.29525 1.52401 -0.03209 0.1570
H -3.52325 1.84501 -1.69709 0.0779
H -2.66225 1.74701 -0.37709 -0.0729
O 3.04475 0.93501 0.84391 0.0367
C 4.06975 1.65901 0.71491 -0.4721
O 4.02775 2.96901 0.71591 -0.1160
C 2.91475 3.70901 1.12091 -0.2346
C 3.28775 5.24101 1.34491 0.0107
C 5.42975 1.09001 0.61591 0.0700
H 2.48075 3.38601 2.08391 0.1393
H 1.97775 3.38301 0.24491 0.1832
H 2.39075 5.80501 1.32091 0.0933
H 3.96775 5.45001 0.70091 0.0095
H 3.43675 5.26501 2.45291 0.1067
H 5.86775 1.19401 1.60191 0.1172
H 5.86775 1.61701 -0.02609 -0.0021
H 5.54375 0.19701 -0.04109 0.1227
O 0.23675 -1.04799 5.02391 0.0737
C -0.70925 -0.31399 4.85291 -0.5161
O -1.66425 -0.03899 5.74691 0.0061
C -1.42825 -0.58499 7.04091 -0.2880
C -2.52025 -0.20699 8.02191 -0.0871
C -0.89525 0.33501 3.45491 0.0319
H -0.37225 -0.13199 7.39591 0.1645
H -1.27725 -1.58599 7.10691 0.0747
H -3.43525 -1.08399 7.63891 0.1710
H -2.82725 0.89301 8.19391 0.0991
H -2.09925 -0.50499 8.95291 0.0340
H -0.45125 1.29301 3.56791 0.0749
H -2.09625 0.32501 3.28891 0.1301
H -0.57425 -0.09299 2.43691 0.0519
O 0.01275 -2.64799 -0.04609 0.0733
C 0.89075 -3.52799 0.22191 -0.4794
O 1.63775 -3.54199 1.28091 0.0284
C 1.76575 -2.39999 2.05291 -0.2067
C 2.88275 -2.56899 3.12991 -0.0160
C 1.02475 -4.85299 -0.50909 0.0489
H 1.03375 -1.80899 2.46791 0.0808
H 2.28475 -1.68699 1.37791 0.0701
H 3.76175 -2.79499 2.69091 -0.0322
H 2.65375 -3.31099 3.89591 0.0870
H 2.96175 -1.62599 3.73391 0.1112
H 1.56575 -4.73499 -1.33609 0.0143
H 0.02475 -5.40499 -0.55409 0.1289
H 1.61175 -5.46199 0.04691 0.0497
O -5.05725 -2.61699 2.41191 0.0418
C -4.47725 -2.04999 1.45591 -0.5726
O -4.05525 -2.74299 0.47791 -0.0633
C -4.35625 -4.13399 0.46691 -0.2295
C -3.75225 -4.80399 -0.72709 -0.0858
C -4.03925 -0.68699 1.43791 0.0029
H -5.59225 -4.34599 0.38791 0.1877
H -4.02325 -4.75799 1.38291 0.1475
H -3.94025 -4.16099 -1.59409 0.0451
H -4.19525 -5.83299 -0.91809 0.1043
H -2.67425 -4.93699 -0.64909 0.0673
H -2.94525 -0.49599 1.03891 0.1153
H -4.27025 0.17301 2.26791 0.1736
H -4.63725 -0.31599 0.62491 0.0593
```

Least stable = (Q)

(P)
Below is a molecular structure, C3H6N2O2, with properties calculated with the ωB97M-V functional and the def2-TZVPD basis.

Results
**Orbital gap**: 0.34113 Eh

The geometry in XYZ format:
```
13
Properties=species:S:1:pos:R:3:lowdin_charge:R:1
N 0.26101 1.78867 -0.19271 0.1614
C 0.08504 0.53341 0.30541 -0.4696
O 0.75978 0.45581 1.47871 0.0504
C -1.30022 -0.00932 0.07322 -0.1511
O -1.04864 -1.33496 -0.28178 -0.0287
C 0.32207 -1.28198 -0.36830 -0.3074
N 0.91942 -2.27541 -0.84090 0.1280
H 1.18586 2.14600 -0.05365 0.1089
H -0.24220 2.01979 -1.02540 0.1030
H -1.77162 0.52767 -0.74872 0.1242
H -1.93722 0.04424 0.94323 0.1308
H 0.85369 -0.51336 1.52626 0.1102
H 1.91302 -2.10056 -0.81538 0.0398
```

(Q)
Below is C3H6N2O2 in the gas phase, with properties calculated with the ωB97M-V functional and the def2-TZVPD basis.

Results
**Orbital gap**: 0.37885 Eh
**SMILES**: [H]/N=C(\N)COC=O

The geometry in XYZ format:
```
13
Properties=species:S:1:pos:R:3:lowdin_charge:R:1
H 1.10557 1.63114 2.41698 0.0880
N 0.14765 1.43313 1.84305 0.0567
C 0.50626 0.51413 0.97086 -0.4524
N 1.62164 -0.02361 0.29865 0.0910
C -0.90530 0.01214 0.33453 -0.1312
O -1.11934 0.35178 -1.05957 -0.0492
C -0.88189 -0.77186 -1.85013 -0.3518
O -0.15440 -1.66312 -1.65628 0.0811
H 2.51196 0.22446 0.75528 0.0968
H 1.25801 -0.84851 -0.41853 0.1572
H -1.70216 0.73938 0.78081 0.1439
H -1.12061 -0.98470 0.55499 0.0898
H -1.26739 -0.61436 -2.97064 0.1801
```

(R)
Below is C3H6N2O2 in the gas phase, with properties calculated with the ωB97M-V functional and the def2-TZVPD basis.

Results
**Orbital gap**: 0.39113 Eh
**SMILES**: [H]/N=C/OCC(N)=O

The geometry in XYZ format:
```
13
Properties=species:S:1:pos:R:3:lowdin_charge:R:1
H 1.85982 0.82771 -1.80066 0.0588
N 1.26070 0.33574 -1.14351 0.1110
C 1.66186 0.53280 0.04363 -0.2971
O 1.07540 0.01216 1.12369 -0.0406
C -0.06460 -0.81818 0.89265 -0.1034
C -1.29638 0.01560 0.51424 -0.5199
N -1.69022 -0.11153 -0.78643 0.1524
O -1.88093 0.68239 1.34601 0.0627
H 2.51985 1.13580 0.35103 0.1381
H 0.17351 -1.57233 0.13631 0.1209
H -0.26550 -1.29180 1.85384 0.1340
H -2.40580 0.54050 -1.07808 0.1096
H -0.94771 -0.28886 -1.45270 0.0735
```

(S)
Below is C3H6N2O2 in the gas phase, with properties calculated with the ωB97M-V functional and the def2-TZVPD basis.

Results
**Orbital gap**: 0.39885 Eh
**SMILES**: [H]/N=C\OCC(N)=O

The geometry in XYZ format:
```
13
Properties=species:S:1:pos:R:3:lowdin_charge:R:1
H 0.72126 0.57634 -1.59105 0.0250
N 1.56190 0.91629 -1.12454 0.1202
C 1.77285 0.67630 0.09664 -0.3061
O 1.14537 -0.04736 1.05663 -0.0517
C -0.00331 -0.85724 0.84132 -0.1000
C -1.27072 -0.08316 0.44287 -0.5154
N -1.59297 -0.18079 -0.87525 0.1551
O -1.95426 0.52635 1.23659 0.0760
H 2.66153 1.11317 0.56408 0.1264
H 0.20506 -1.68447 0.14406 0.1310
H -0.18470 -1.28338 1.82678 0.1330
H -2.31602 0.44134 -1.20646 0.1187
H -0.94213 -0.58894 -1.52578 0.0879
```

Least stable = (P)